121
Properties=species:S:1:pos:R:3:mulliken_charge:R:1 method="wB97M-V/def2-TZVPD" relative_energy_kcal_mol=130.9 total_charge=0 homo_ev=-7.7 homo_lumo_gap_ha=0.296 smiles="C[C@@H]1COC(=O)O1.C[C@@H]1COC(=O)O1.C[C@@H]1COC(=O)O1.C[C@@H]1COC(=O)O1.C[C@@H]1COC(=O)O1.C[C@@H]1COC(=O)O1.C[C@@H]1COC(=O)O1.Cc1ccc(CCOCCN)cc1" energy_ev=-87931.4074
C -0.20 -0.69 5.18 -1.478
C -1.24 -1.45 4.38 0.700
C -1.01 -2.93 4.32 -0.573
O -1.68 -3.29 3.12 -0.230
C -1.59 -2.20 2.30 0.489
O -1.81 -2.22 1.12 -0.504
O -1.22 -1.09 3.00 -0.362
H -0.13 0.35 4.86 0.431
H -0.45 -0.71 6.25 0.327
H 0.80 -1.13 5.07 0.297
H -2.24 -1.22 4.77 0.191
H -1.41 -3.46 5.18 0.301
H 0.05 -3.19 4.19 0.337
C 3.82 -4.50 8.11 -1.502
C 2.87 -3.40 7.69 0.617
C 2.59 -2.39 8.76 -0.232
O 1.32 -1.88 8.37 -0.286
C 0.68 -2.91 7.74 0.654
O -0.50 -2.94 7.52 -0.570
O 1.56 -3.90 7.42 -0.394
H 3.66 -5.41 7.52 0.380
H 4.85 -4.19 7.98 0.388
H 3.68 -4.78 9.16 0.345
H 3.24 -2.93 6.77 0.272
H 3.34 -1.60 8.80 -0.019
H 2.48 -2.84 9.75 0.373
C -2.63 5.54 -7.28 -1.137
C -2.18 6.17 -5.98 0.771
C -1.19 5.33 -5.21 -0.708
O -1.39 5.79 -3.88 -0.181
C -2.70 6.16 -3.79 0.510
O -3.29 6.34 -2.77 -0.562
O -3.25 6.28 -5.04 -0.385
H -3.62 5.91 -7.57 0.389
H -1.93 5.76 -8.08 0.070
H -2.71 4.45 -7.20 0.353
H -1.79 7.17 -6.17 0.198
H -0.16 5.48 -5.54 0.215
H -1.42 4.26 -5.23 0.446
C -0.67 6.31 -12.01 -1.409
C 0.49 6.47 -11.04 0.475
C 1.51 5.36 -11.13 -0.543
O 2.09 5.40 -9.83 -0.309
C 1.10 5.81 -8.98 0.551
O 1.14 5.71 -7.79 -0.486
O 0.07 6.36 -9.68 -0.294
H -1.56 6.83 -11.64 0.363
H -0.41 6.73 -12.99 0.387
H -0.94 5.26 -12.16 0.336
H 0.95 7.45 -11.18 0.274
H 2.25 5.53 -11.90 0.306
H 1.06 4.38 -11.27 0.320
C -2.88 -5.90 1.44 -1.153
C -2.24 -7.19 1.93 0.517
C -1.97 -8.19 0.85 -0.155
O -1.96 -9.42 1.57 -0.390
C -2.83 -9.25 2.61 0.596
O -3.28 -10.14 3.27 -0.556
O -3.12 -7.92 2.79 -0.405
H -3.45 -5.42 2.24 0.344
H -2.11 -5.21 1.09 0.306
H -3.57 -6.08 0.61 0.200
H -1.33 -6.95 2.50 0.221
H -1.02 -8.02 0.34 0.312
H -2.77 -8.25 0.11 0.197
C 6.51 2.17 12.10 -1.390
C 5.47 1.41 11.31 0.533
C 5.71 -0.07 11.24 -0.580
O 5.04 -0.43 10.04 -0.272
C 5.12 0.65 9.22 0.602
O 4.91 0.63 8.05 -0.530
O 5.49 1.76 9.92 -0.360
H 6.57 3.21 11.77 0.355
H 6.26 2.16 13.17 0.365
H 7.51 1.74 11.99 0.332
H 4.47 1.64 11.70 0.273
H 5.31 -0.61 12.10 0.331
H 6.77 -0.33 11.12 0.303
C -4.11 -8.05 -5.48 -1.394
C -3.66 -7.42 -4.18 0.502
C -2.65 -8.23 -3.42 -0.629
O -2.85 -7.79 -2.08 -0.198
C -4.17 -7.46 -1.99 0.599
O -4.76 -7.30 -0.96 -0.522
O -4.73 -7.34 -3.23 -0.371
H -5.11 -7.70 -5.76 0.351
H -3.42 -7.79 -6.29 0.365
H -4.16 -9.14 -5.41 0.331
H -3.30 -6.40 -4.37 0.273
H -1.63 -8.05 -3.76 0.314
H -2.85 -9.31 -3.45 0.342
C -3.21 -0.82 -1.09 -0.948
C -1.89 0.09 -1.18 0.984
C -1.14 0.12 -2.53 -0.769
C 0.11 1.04 -2.65 -0.536
C 0.51 1.84 -1.40 0.656
C 1.78 2.84 -1.51 -0.929
C 1.13 4.30 -1.80 0.008
O 2.05 5.20 -2.47 -0.491
C 1.34 6.49 -2.50 -0.102
C 1.59 7.32 -3.84 -0.136
N 2.48 8.51 -3.50 -0.735
C -0.20 1.80 -0.03 -0.618
C -1.46 0.88 0.09 -0.368
H -4.06 -0.12 -0.77 0.284
H -3.07 -1.67 -0.33 0.199
H -3.45 -1.17 -2.15 0.300
H -1.45 -0.45 -3.47 0.226
H 0.74 1.17 -3.59 0.302
H 2.49 2.51 -2.36 0.285
H 2.41 2.85 -0.55 0.316
H 0.25 4.09 -2.53 0.118
H 0.77 4.70 -0.80 0.267
H 1.60 7.04 -1.53 0.233
H 0.20 6.26 -2.46 0.164
H 0.56 7.74 -4.19 0.092
H 1.99 6.71 -4.72 0.203
H 2.17 9.24 -4.17 0.288
H 2.10 8.85 -2.59 0.282
H 0.17 2.43 0.86 0.297
H -2.02 0.86 1.09 0.272